DFT (ωB97M-V/def2-TZVPD) results for C18H44O5PtSSi3Te as an isolated structure at a distorted geometry.

XYZ file:
```
73
Properties=species:S:1:pos:R:3:lowdin_charge:R:1
Pt -0.56 -1.41 0.10 0.783
C -1.48 2.46 0.75 -0.117
O -1.14 1.17 1.19 -0.328
C -0.91 1.04 2.58 -0.185
C 0.58 0.90 2.89 -0.179
O 1.11 -0.31 2.40 -0.274
C 1.09 -1.36 3.35 -0.103
H -2.44 2.78 1.17 0.097
H -1.56 2.40 -0.34 0.071
H -0.70 3.19 1.01 0.091
H -1.43 0.13 2.90 0.100
H -1.33 1.90 3.12 0.131
H 0.76 0.99 3.97 0.133
H 1.14 1.69 2.37 0.114
H 1.74 -1.11 4.20 0.095
H 1.48 -2.24 2.84 0.094
H 0.08 -1.58 3.70 0.069
C -5.11 -1.63 3.41 -0.188
Si -3.84 -3.06 3.46 0.480
C -3.30 -3.39 5.26 -0.188
C -4.61 -4.63 2.68 -0.183
C -2.42 -2.53 2.40 -0.224
C -1.54 -2.22 1.62 -0.335
H -6.02 -1.87 3.95 0.022
H -5.39 -1.41 2.38 0.020
H -4.69 -0.73 3.84 0.018
H -4.11 -3.81 5.84 0.022
H -2.98 -2.48 5.75 0.019
H -2.47 -4.09 5.30 0.022
H -5.42 -5.02 3.29 0.024
H -3.86 -5.41 2.57 0.025
H -5.01 -4.41 1.70 0.023
C 4.55 2.09 -1.98 -0.161
Si 3.96 1.64 -0.22 0.472
C 3.02 3.13 0.51 -0.183
C 5.48 1.25 0.88 -0.179
C 2.83 0.12 -0.21 -0.513
Te 0.84 0.47 -1.02 1.497
C 1.44 -0.19 -2.96 -0.488
Si 1.06 1.01 -4.40 0.512
C 2.36 0.46 -5.70 -0.183
C 1.40 2.83 -3.89 -0.184
C -0.68 0.92 -5.16 -0.179
H 5.11 3.02 -1.98 0.032
H 3.70 2.22 -2.65 -0.011
H 5.19 1.32 -2.40 0.031
H 3.50 4.07 0.28 0.028
H 2.96 3.06 1.60 0.018
H 2.01 3.16 0.12 -0.008
H 6.13 2.12 0.96 0.024
H 6.06 0.44 0.47 0.024
H 5.18 0.97 1.88 0.022
H 2.66 -0.17 0.83 -0.016
H 3.29 -0.73 -0.71 0.017
H 0.88 -1.11 -3.14 0.001
H 2.50 -0.44 -2.92 0.015
H 3.37 0.62 -5.36 0.018
H 2.23 1.00 -6.63 0.022
H 2.25 -0.60 -5.92 0.026
H 2.39 3.16 -4.18 0.017
H 1.29 2.96 -2.81 -0.007
H 0.70 3.50 -4.37 0.025
H -0.99 -0.11 -5.33 0.019
H -0.73 1.45 -6.11 0.033
H -1.42 1.34 -4.49 0.020
C -3.25 -1.23 -1.24 -0.142
S -1.86 -1.00 -2.39 0.373
O -2.37 -1.19 -3.71 -0.296
O -1.37 0.37 -2.14 -0.557
O -0.83 -2.01 -2.06 -0.455
H -4.14 -0.91 -1.76 0.065
H -3.07 -0.62 -0.36 0.038
H -3.30 -2.28 -0.98 0.061
```

Calculated values
- Electronic energy: -2742.36508 hartree
- HOMO-LUMO gap (alpha / beta): 6.749 / 6.838 eV
- 2S+1: 1
- HOMO (alpha / beta): -0.320 / -0.324 hartree
- LUMO level (alpha / beta): -0.07181 / -0.07252 hartree